DFT (wB97M-V/def2-TZVPD) results for a molecular structure, C2H4BrN3O5S in a non-equilibrium geometry.

```
16
Properties=species:S:1:pos:R:3:forces:R:3
C 0.172590 -0.005882 -1.223888 -0.77 -2.45 -0.37
C -1.983396 1.457729 1.108483 -3.29 -2.37 4.32
N 0.073788 1.388790 -0.999306 0.39 0.73 -0.85
N -0.948850 2.129920 0.715200 4.69 3.49 -3.01
N -1.826846 -0.045143 0.745013 -1.36 0.51 -0.84
O 0.247524 2.125381 1.358565 0.07 -0.92 0.14
O -1.037250 -0.682349 1.368837 0.37 -0.34 0.40
O -2.465506 -0.364839 -0.231662 0.11 -0.85 0.43
O 2.270950 1.085319 0.429451 0.24 -0.11 -0.27
O 1.602776 3.307228 -0.485258 0.23 0.21 0.00
S 1.299531 2.008699 -0.028179 -1.36 0.18 0.83
Br -3.422061 2.238302 0.216445 -1.44 0.36 -0.46
H -0.920617 -0.481438 -1.357905 2.58 1.09 0.13
H 0.765102 -0.395552 -2.136034 -0.87 1.34 0.90
H 0.711576 -0.422033 -0.373070 -0.28 -0.85 -0.11
H -2.235091 1.451922 2.223721 0.68 -0.04 -1.22
```
Forces are in eV/Å.

## Properties
ΔE to the lowest compared entry with this formula, charge and spin = 68.41 kcal per mole
Highest occupied orbital energy (alpha / beta) = -10.26 / -10.25 eV
Lowest unoccupied orbital energy (alpha / beta) = -2.50 / -2.36 eV
Total energy = -3590.92186 a.u.
Orbital gap (alpha / beta) = 7.7606 / 7.8937 eV

DFT (wB97M-V/def2-TZVPD) results for 3 unconnected molecules or ions with the total composition C2H4BrNO in a non-equilibrium geometry.

```
9
Properties=species:S:1:pos:R:3:forces:R:3
C -0.643179 -1.895585 0.063377 0.76 -0.69 -0.38
C 1.246228 1.781482 0.097066 0.45 0.34 -1.96
N 0.196504 -2.588070 -0.363125 -1.04 0.79 0.48
O 1.631104 0.995302 -0.755877 0.03 1.88 1.14
Br -2.881732 0.913519 0.346111 -0.27 0.54 0.01
H 1.388662 2.932481 0.185518 0.55 -1.53 -0.74
H 0.570471 1.440351 0.822932 -1.07 -0.73 1.56
H 0.876786 -3.177722 -0.779453 0.25 -0.13 -0.10
H -2.384840 -0.401760 0.383449 0.32 -0.46 0.00
```
Forces are in eV/Å.

## Properties
ΔE to the lowest compared entry with this formula, charge and spin = 66.13 kcal per mole
Highest occupied orbital energy = -10.15 eV
Lowest unoccupied orbital energy = 0.81 eV
Total energy = -2782.53064 a.u.
Orbital gap = 10.9664 eV

DFT (wB97M-V/def2-TZVPD) results for C2H4BrP in the gas phase in a non-equilibrium geometry.

```
8
Properties=species:S:1:pos:R:3:forces:R:3
Br -0.566634 -2.466261 -0.786204 0.20 -0.42 -0.36
P -1.384067 -0.519940 -0.146589 2.06 1.83 0.25
C 0.202499 0.104750 0.771907 -0.38 -1.30 -1.75
C 0.269292 0.752254 -0.557307 -1.63 -3.38 1.23
H 0.858391 -0.672792 1.163418 -0.03 0.28 -0.42
H -0.112285 0.797858 1.451460 -0.58 1.52 2.27
H -0.079131 1.739170 -0.568469 -0.11 1.26 -0.54
H 0.811935 0.264960 -1.328215 0.47 0.21 -0.68
```
Forces are in eV/Å.

## Properties
ΔE to the lowest compared entry with this formula, charge and spin = 9.28 kcal per mole
Highest occupied orbital energy = -8.71 eV
Lowest unoccupied orbital energy = 0.69 eV
SMILES string = BrP1CC1
Total energy = -2993.93971 a.u.
Orbital gap = 9.3999 eV

DFT (wB97M-V/def2-TZVPD) results for C2H4Cl2 in the gas phase in a non-equilibrium geometry.

```
8
Properties=species:S:1:pos:R:3:forces:R:3
Cl 0.538795 -1.534702 1.426406 0.06 -0.32 0.52
C 0.669542 -0.271971 0.231259 -0.31 0.94 -1.01
C -0.698246 0.296819 -0.145350 0.62 -0.91 -0.45
Cl -0.482248 1.058712 -1.761386 -0.36 0.13 0.35
H 1.139404 -0.636401 -0.675424 0.07 -0.43 0.10
H 1.266460 0.568476 0.563751 0.32 -0.15 0.45
H -0.997598 1.019280 0.582287 -0.39 0.58 0.19
H -1.436108 -0.500216 -0.221541 -0.01 0.17 -0.15
```
Forces are in eV/Å.

## Properties
ΔE to the lowest compared entry with this formula, charge and spin = 3.51 kcal per mole
Highest occupied orbital energy = -10.88 eV
Lowest unoccupied orbital energy = 1.02 eV
SMILES string = ClCCCl
Total energy = -998.98649 a.u.
Orbital gap = 11.9039 eV